Formula: C26H31N3O2ScTe
Source: the OMol25 dataset
Level of theory: the ωB97M-V functional and the def2-TZVPD basis

```
64
Properties=species:S:1:pos:R:3
Sc 0.40 0.03 0.15
N 0.49 -0.93 -1.98
C 1.77 -0.65 -2.61
C 2.10 -1.17 -3.84
C 3.35 -0.85 -4.41
C 4.22 -0.03 -3.75
C 3.89 0.51 -2.49
C 4.78 1.36 -1.77
C 4.39 1.83 -0.55
C 3.14 1.48 -0.03
N 2.26 0.68 -0.67
C 2.65 0.19 -1.91
H 0.28 -1.92 -2.08
H -0.24 -0.45 -2.50
H 1.41 -1.81 -4.36
H 3.61 -1.26 -5.38
H 5.17 0.22 -4.20
H 5.74 1.62 -2.20
H 5.02 2.48 0.03
H 2.82 1.85 0.93
O 0.34 1.34 1.73
N 0.76 2.12 2.71
C 1.10 1.57 3.89
C 1.52 2.38 4.93
C 1.58 3.76 4.74
C 1.22 4.29 3.51
C 0.81 3.45 2.50
H 1.01 0.50 3.93
H 1.79 1.93 5.87
H 1.90 4.40 5.54
H 1.25 5.35 3.32
H 0.50 3.76 1.51
C 2.55 -2.99 0.67
C 2.01 -2.17 1.81
O 0.69 -1.65 1.49
C -0.43 -2.54 1.79
C -1.35 -2.64 0.60
H 3.54 -3.39 0.93
H 2.67 -2.38 -0.23
H 1.91 -3.84 0.44
H 2.62 -1.29 2.02
H 1.92 -2.75 2.73
H -0.93 -2.13 2.67
H -0.02 -3.51 2.05
H -1.75 -1.67 0.28
H -2.23 -3.23 0.87
H -0.87 -3.13 -0.24
C -3.56 0.63 0.63
Te -2.08 1.58 -0.56
C -3.12 0.84 -2.26
C -4.40 0.25 -1.72
C -5.38 -0.19 -2.60
C -6.56 -0.74 -2.12
C -6.76 -0.86 -0.75
C -5.79 -0.42 0.13
C -4.60 0.13 -0.35
H -3.97 1.37 1.32
H -3.13 -0.18 1.22
H -2.51 0.09 -2.78
H -3.29 1.67 -2.94
H -5.23 -0.10 -3.67
H -7.32 -1.07 -2.82
H -7.69 -1.28 -0.37
H -5.96 -0.50 1.20
```

Results
Charge ... +2
HOMO-LUMO gap (alpha / beta) ... 5.000 / 8.050 eV
2S+1 ... 2
Expectation value of S² ... 0.780
LUMO energy (alpha / beta) ... -5.7 / -5.7 eV
HOMO (alpha / beta) ... -10.70 / -13.71 eV